Here is 4 unconnected molecules or ions with the total composition C25H45F5N5O5S from OMol25. Energies are from wB97M-V/def2-TZVPD.

Values from the calculation:
Frontier orbital gap = 5.60 eV
Multiplicity = 1
Net charge = +1

```
86
Properties=species:S:1:pos:R:3:mulliken_charge:R:1
C 1.10 -6.57 1.68 -1.458
C 1.52 -5.13 1.20 0.904
C 3.10 -4.95 1.15 -1.314
C 0.86 -4.71 -0.19 -1.031
C 1.05 -3.14 -0.35 -1.244
C 0.04 -2.50 -1.36 0.391
C 0.37 -2.68 -2.79 -0.567
C -0.53 -2.08 -3.77 -0.582
N -1.65 -1.41 -3.38 -0.011
C -2.00 -1.21 -2.04 0.053
S -3.53 -0.24 -1.78 0.993
O -4.46 -0.70 -2.81 -0.651
O -4.15 -0.44 -0.48 -0.550
C -3.25 1.60 -2.03 0.619
F -2.78 1.78 -3.32 -0.230
F -4.47 2.19 -1.96 -0.223
C -2.24 2.19 -0.97 0.672
F -2.10 3.54 -1.17 -0.229
F -0.99 1.64 -1.08 -0.208
F -2.71 2.01 0.31 -0.202
C -1.18 -1.73 -0.93 0.908
C -1.54 -1.48 0.57 -1.122
C -2.67 -2.48 1.12 -0.652
C -2.10 -3.73 1.87 0.327
C -1.96 -3.58 3.46 -0.794
N -2.59 -2.39 4.05 -0.610
H 1.17 -6.64 2.80 0.365
H 1.69 -7.37 1.17 0.383
H 0.01 -6.74 1.43 0.323
H 1.17 -4.41 2.01 0.019
H 3.38 -3.89 1.44 0.328
H 3.63 -5.63 1.87 0.392
H 3.51 -5.13 0.11 0.274
H 1.34 -5.25 -1.05 0.583
H -0.22 -5.02 -0.16 0.423
H 1.07 -2.59 0.62 0.507
H 2.07 -2.99 -0.82 0.572
H 1.26 -3.23 -3.17 0.485
H -0.35 -2.16 -4.87 0.414
H -2.25 -1.00 -4.11 0.316
H -1.83 -0.41 0.71 0.258
H -0.61 -1.70 1.17 0.424
H -3.46 -1.91 1.67 0.486
H -3.18 -2.87 0.18 0.300
H -1.09 -4.05 1.48 -0.702
H -2.80 -4.60 1.67 0.465
H -0.88 -3.70 3.75 0.340
H -2.49 -4.47 3.91 0.329
H -3.61 -2.43 3.98 0.284
H -2.22 -1.52 3.67 0.264
C 3.33 1.61 0.87 0.091
O 4.29 0.87 0.87 -0.646
N 3.16 2.69 0.07 0.145
C 1.98 3.53 0.14 -1.029
C 4.20 3.01 -0.90 -1.015
H 2.48 1.46 1.57 0.352
H 1.48 3.51 -0.83 0.391
H 2.28 4.55 0.38 0.366
H 1.29 3.17 0.90 0.326
H 4.34 2.17 -1.57 0.299
H 5.14 3.19 -0.37 0.304
H 3.93 3.90 -1.47 0.404
C 3.05 0.82 5.13 0.146
O 2.82 -0.03 5.97 -0.603
N 3.45 2.09 5.40 0.118
C 3.71 3.05 4.35 -0.419
C 3.62 2.50 6.78 -0.936
H 2.95 0.62 4.05 0.219
H 4.75 3.39 4.41 0.360
H 3.04 3.91 4.47 0.344
H 3.54 2.60 3.37 -0.183
H 4.37 1.86 7.26 0.297
H 2.68 2.38 7.31 0.296
H 3.94 3.54 6.84 0.379
C -2.27 5.53 -7.09 0.094
O -1.53 4.65 -7.49 -0.578
N -2.95 5.49 -5.92 0.160
C -3.82 6.57 -5.49 -0.902
C -2.81 4.33 -5.07 -1.043
H -2.44 6.45 -7.66 0.285
H -3.46 6.97 -4.54 0.311
H -4.83 6.20 -5.37 0.313
H -3.82 7.38 -6.23 0.319
H -1.76 4.21 -4.79 0.319
H -3.13 3.44 -5.62 0.305
H -3.42 4.44 -4.17 0.392
```

Here is a gas-phase ion, C25H46BClN4O8P (charge +1) from OMol25. Energies are from wB97M-V/def2-TZVPD.

Values from the calculation:
SMILES = [H]/N=C(\C)C[N@H+]1[C@H](CCP(=O)(OCC)OCC)[C@H](C#C)N(B(O)O)[C@H](C[C@H](C)Cl)[C@@]1(CCOC(C)=O)N(C)C(C)=O
Frontier orbital gap = 9.56 eV
Multiplicity = 1
Net charge = +1

```
86
Properties=species:S:1:pos:R:3:mulliken_charge:R:1
C 2.73 -0.69 1.59 -0.611
C 1.59 -0.98 1.32 -1.567
C 0.18 -1.31 0.95 0.404
C -0.74 -0.08 0.85 -1.351
C -0.08 1.27 1.27 -1.108
C 0.00 1.31 2.82 -1.184
P 1.45 2.27 3.40 0.850
O 2.03 3.03 2.29 -0.741
O 0.99 3.18 4.65 -0.412
C 0.95 4.59 4.35 -0.296
C -0.31 4.91 3.52 -0.899
O 2.44 1.18 4.04 -0.406
C 3.84 1.52 3.86 -0.191
C 4.71 0.39 4.44 -1.406
N -1.53 0.13 -0.42 1.384
C -2.99 0.10 -0.10 0.077
C -3.36 1.43 0.57 0.199
C -3.80 1.51 2.04 -1.527
N -3.31 2.46 -0.15 -0.422
C -1.11 -0.67 -1.64 -1.565
C 0.10 0.10 -2.30 -1.589
C 1.51 -0.12 -1.76 0.278
O 2.39 0.44 -2.77 -0.423
C 3.57 0.90 -2.19 0.805
C 3.65 2.41 -2.00 -0.886
O 4.44 0.13 -1.92 -0.502
N -2.08 -0.66 -2.72 0.615
C -2.48 0.64 -3.28 -1.058
C -3.07 -1.67 -2.82 0.479
C -3.32 -2.21 -4.23 -1.270
O -3.75 -2.10 -1.92 -0.469
C -0.72 -2.14 -1.29 -0.442
C -0.07 -2.83 -2.51 -2.520
C -0.48 -4.30 -2.80 0.787
C -0.13 -4.63 -4.28 -1.459
Cl -2.16 -4.78 -2.46 -0.146
N 0.26 -2.27 -0.18 1.100
B 0.30 -3.63 0.43 0.531
O 1.55 -4.21 0.58 -0.623
O -0.79 -4.33 0.85 -0.593
H 3.74 -0.57 1.89 0.719
H -0.15 -1.89 1.84 1.044
H -1.48 -0.19 1.65 0.586
H -0.73 2.11 1.01 0.704
H 0.88 1.44 0.79 0.414
H 0.04 0.30 3.24 0.652
H -0.90 1.80 3.19 0.368
H 0.83 5.12 5.31 0.389
H 1.87 4.96 3.90 0.277
H -1.12 4.28 3.92 0.178
H -0.61 5.95 3.62 0.464
H -0.10 4.65 2.48 0.197
H 4.03 1.58 2.79 0.273
H 4.09 2.44 4.41 0.436
H 5.64 0.40 3.88 0.367
H 4.25 -0.59 4.32 0.339
H 4.92 0.58 5.50 0.383
H -1.36 1.11 -0.68 1.046
H -3.64 0.08 -0.98 0.474
H -3.28 -0.76 0.50 0.364
H -4.88 1.67 2.07 0.412
H -3.49 0.63 2.61 0.362
H -3.35 2.41 2.46 0.351
H -3.58 3.28 0.40 0.348
H 0.14 -0.14 -3.36 0.330
H -0.06 1.19 -2.28 0.422
H 1.76 0.43 -0.84 -0.425
H 1.84 -1.14 -1.61 0.087
H 3.82 2.60 -0.94 0.189
H 4.45 2.80 -2.63 0.368
H 2.72 2.86 -2.36 0.307
H -2.27 1.49 -2.62 0.306
H -1.99 0.80 -4.24 0.353
H -3.55 0.64 -3.49 0.543
H -3.83 -1.43 -4.82 0.372
H -3.89 -3.14 -4.20 0.382
H -2.36 -2.37 -4.73 0.252
H -1.60 -2.70 -0.93 1.639
H -0.26 -2.25 -3.42 0.358
H 1.02 -2.84 -2.42 0.503
H 0.18 -4.95 -2.21 0.296
H -0.16 -3.74 -4.92 0.344
H 0.87 -5.06 -4.36 0.388
H -0.84 -5.34 -4.69 0.398
H 1.59 -4.99 0.00 0.337
H -1.60 -3.81 0.88 0.260
```

Here is a molecular structure, C25H46Cl2GaN3O6Si from OMol25. Energies are from wB97M-V/def2-TZVPD.

Values from the calculation:
Frontier orbital gap = 6.22 eV
Relative energy (zero: lowest compared OMol25 entry of this formula, charge and spin) = 106.8 kcal per mole
Multiplicity = 1
Net charge = 0

```
84
Properties=species:S:1:pos:R:3:mulliken_charge:R:1
C 3.99 0.01 -3.23 -1.469
C 3.70 1.13 -2.30 0.475
H 4.29 0.39 -4.21 0.438
H 3.12 -0.65 -3.36 0.116
H 4.80 -0.61 -2.82 0.260
C 3.90 2.44 -2.50 0.185
C 4.56 2.94 -3.72 -1.751
H 3.56 3.17 -1.76 0.322
H 4.06 2.57 -4.64 0.339
H 5.61 2.62 -3.75 0.316
H 4.53 4.03 -3.72 0.386
Ga -0.54 -1.10 -0.49 0.405
Cl -2.72 -1.04 -1.02 -0.439
C 0.61 0.38 1.88 -0.081
O -0.12 0.14 0.85 -0.037
N 0.21 1.15 2.91 0.542
C -1.03 1.89 2.95 -0.819
C 1.10 1.36 4.07 -1.024
H 1.62 -0.01 1.97 0.443
H -1.79 1.40 2.34 0.198
H -0.88 2.93 2.63 0.226
H -1.35 1.92 4.01 0.368
H 1.85 0.58 4.15 0.300
H 0.48 1.36 4.99 0.413
H 1.60 2.34 4.02 0.347
H -4.94 -2.68 2.55 0.350
H -3.84 -5.18 1.14 0.283
C -4.54 -2.32 1.60 -0.872
C -3.67 -4.34 0.45 -0.725
N -3.41 -3.12 1.19 0.372
H -4.24 -1.27 1.71 0.208
C -2.17 -2.85 1.66 -0.236
O -1.87 -1.92 2.42 -0.643
H -2.80 -4.59 -0.18 0.123
H -1.42 -3.59 1.25 0.324
H -5.32 -2.41 0.84 0.336
H -4.55 -4.21 -0.18 0.311
H 0.53 2.13 -3.53 0.129
H 1.44 4.54 -2.43 0.197
C -0.44 2.53 -3.19 -0.927
C 0.36 4.65 -2.21 -0.879
N -0.24 3.34 -2.00 0.374
H -1.12 1.72 -2.93 0.214
C -0.87 3.03 -0.83 0.177
O -1.50 1.97 -0.65 -0.549
H 0.25 5.25 -1.30 0.288
H -0.75 3.81 -0.05 0.221
H -0.86 3.15 -3.99 0.362
H -0.11 5.16 -3.06 0.342
O 1.62 1.07 -1.68 -0.180
C 2.80 0.75 -1.12 -0.140
C 2.24 2.79 0.30 0.848
C 2.96 1.59 0.17 -0.186
H 1.55 3.06 -0.49 0.304
C 2.49 3.62 1.39 -0.991
H 3.01 -0.31 -0.81 0.186
C 3.88 1.20 1.14 -0.246
H 1.93 4.56 1.48 0.358
C 3.47 3.27 2.33 -0.925
C 4.15 2.05 2.21 -0.765
H 4.38 0.25 1.03 0.515
H 3.69 3.94 3.17 0.395
H 4.88 1.76 2.95 0.445
Si -0.68 -2.42 -3.67 0.416
Cl 0.36 -0.91 -2.42 0.571
C -2.35 -1.74 -4.25 -1.077
C -0.87 -3.88 -2.53 -0.694
C 0.19 -2.99 -5.20 -1.182
H -2.38 -0.66 -4.22 0.298
H -3.16 -2.15 -3.65 0.342
H -2.49 -2.08 -5.28 0.397
H 0.15 -2.25 -6.02 0.325
H -0.30 -3.89 -5.60 0.366
H 1.25 -3.27 -5.03 0.315
H -0.53 -3.71 -1.48 -0.010
H -0.26 -4.71 -2.93 0.456
H -1.91 -4.23 -2.51 0.277
C 1.34 -3.32 2.03 -1.335
C 1.62 -2.40 0.90 0.402
O 2.56 -1.61 0.79 -0.545
O 0.65 -2.54 -0.03 -0.113
H 1.02 -4.28 1.61 0.366
H 0.51 -2.91 2.60 0.227
H 2.22 -3.42 2.65 0.347
```